The following is a DFT calculation (ωB97M-V/def2-TZVPD) of a 15-piece molecular cluster, C30H90O30 overall at a distorted geometry.

Bonds (Å) are listed after each position.
Atoms and positions in Å:
1 C 3.98965 3.15586 -3.56095  C2 1.530, O4 1.433, H5 1.090, H6 1.090
2 C 4.03544 2.11886 -2.43634  C1 1.530, O3 1.439, H7 1.090, H8 1.090
3 O 4.66338 2.44873 -1.18423  C2 1.439, H9 0.960
4 O 3.23231 4.31523 -3.19323  C1 1.433, H10 0.960
5 H 3.48756 2.73200 -4.43063  C1 1.090
6 H 5.01589 3.44294 -3.79012  C1 1.090
7 H 4.57712 1.21391 -2.71152  C2 1.090
8 H 2.98903 1.84427 -2.30317  C2 1.090
9 H 5.19451 3.24560 -1.25143  O3 0.960
10 H 2.33031 3.98711 -3.21159  O4 0.960
11 C -3.23781 -3.53311 -0.33684  C12 1.566, O14 1.433, H15 1.090, H16 1.090
12 C -2.25814 -3.57252 0.88406  C11 1.566, O13 1.413, H17 1.090, H18 1.090
13 O -0.94638 -3.91740 0.48643  C12 1.413, H19 0.960
14 O -4.59485 -3.20680 -0.01299  C11 1.433, H20 0.960
15 H -3.30274 -4.53349 -0.76478  C11 1.090
16 H -2.90234 -2.83677 -1.10539  C11 1.090
17 H -2.56776 -4.09203 1.79089  C12 1.090
18 H -2.37714 -2.54628 1.23159  C12 1.090
19 H -0.51496 -3.28320 -0.09085  O13 0.960
20 H -4.73429 -3.64683 0.82876  O14 0.960
21 C 0.74618 -5.25722 2.82519  C22 1.547, O24 1.412, H25 1.090, H26 1.090
22 C 1.03848 -5.78727 4.24939  C21 1.547, O23 1.439, H27 1.090, H28 1.090
23 O 1.26182 -7.20485 4.34994  C22 1.439, H29 0.960
24 O 0.25142 -3.93994 2.94219  C21 1.412, H30 0.960
25 H 0.28425 -5.98940 2.16290  C21 1.090
26 H 1.74446 -5.28043 2.38816  C21 1.090
27 H 0.28765 -5.50623 4.98788  C22 1.090
28 H 1.94670 -5.28678 4.58516  C22 1.090
29 H 1.30231 -7.31001 5.30331  O23 0.960
30 H -0.02586 -3.70315 2.05413  O24 0.960
31 C -4.02285 -0.14313 2.01932  C32 1.560, O34 1.415, H35 1.090, H36 1.090
32 C -5.53654 0.13705 1.76642  C31 1.560, O33 1.436, H37 1.090, H38 1.090
33 O -5.69588 1.32346 0.97246  C32 1.436, H39 0.960
34 O -3.45911 0.75451 2.95664  C31 1.415, H40 0.960
35 H -3.43280 -0.15292 1.10289  C31 1.090
36 H -3.92728 -1.17704 2.35098  C31 1.090
37 H -6.10134 0.18613 2.69739  C32 1.090
38 H -6.00418 -0.64651 1.17023  C32 1.090
39 H -6.08500 1.92586 1.61065  O33 0.960
40 H -3.87668 1.58802 2.72752  O34 0.960
41 C -2.89113 3.77501 -0.19387  C42 1.539, O44 1.357, H45 1.090, H46 1.090
42 C -2.73840 3.42711 1.29789  C41 1.539, O43 1.465, H47 1.090, H48 1.090
43 O -3.92464 3.49092 2.15554  C42 1.465, H49 0.960
44 O -3.55423 2.79149 -0.85248  C41 1.357, H50 0.960
45 H -1.90331 3.71345 -0.65051  C41 1.090
46 H -3.41078 4.73040 -0.26670  C41 1.090
47 H -2.04266 4.14043 1.73974  C42 1.090
48 H -2.20556 2.49654 1.49337  C42 1.090
49 H -4.29399 4.37011 2.26601  O43 0.960
50 H -4.32411 2.50816 -0.35387  O44 0.960
51 C -5.31631 -0.00770 -3.50416  C52 1.518, O54 1.373, H55 1.090, H56 1.090
52 C -4.72865 -0.15867 -2.11262  C51 1.518, O53 1.427, H57 1.090, H58 1.090
53 O -3.39454 0.34680 -2.10203  C52 1.427, H59 0.960
54 O -4.90495 -0.98489 -4.37686  C51 1.373, H60 0.960
55 H -5.03264 0.98477 -3.85436  C51 1.090
56 H -6.40562 -0.00814 -3.46538  C51 1.090
57 H -4.77574 -1.22519 -1.89258  C52 1.090
58 H -5.31415 0.42933 -1.40584  C52 1.090
59 H -3.46892 1.13304 -1.55624  O53 0.960
60 H -3.95539 -0.91267 -4.49823  O54 0.960
61 C -0.53408 -0.71748 -0.15541  C62 1.581, O64 1.408, H65 1.090, H66 1.090
62 C 0.55962 0.41580 -0.29530  C61 1.581, O63 1.445, H67 1.090, H68 1.090
63 O 0.22840 1.41931 0.69091  C62 1.445, H69 0.960
64 O -0.30137 -1.75239 -1.08056  C61 1.408, H70 0.960
65 H -1.49071 -0.27103 -0.42677  C61 1.090
66 H -0.54536 -1.14751 0.84611  C61 1.090
67 H 0.43885 0.83822 -1.29283  C62 1.090
68 H 1.54966 -0.03939 -0.26861  C62 1.090
69 H 0.42042 2.26466 0.27846  O63 0.960
70 H -0.15056 -1.37075 -1.94844  O64 0.960
71 C 2.88292 3.72868 1.46700  C72 1.509, O74 1.437, H75 1.090, H76 1.090
72 C 2.14522 4.55994 0.44592  C71 1.509, O73 1.387, H77 1.090, H78 1.090
73 O 0.82808 4.13434 0.35831  C72 1.387, H79 0.960
74 O 2.53718 4.11195 2.80789  C71 1.437, H80 0.960
75 H 3.94662 3.91574 1.31982  C71 1.090
76 H 2.74571 2.67508 1.22371  C71 1.090
77 H 2.60787 4.38865 -0.52604  C72 1.090
78 H 2.28846 5.60471 0.72168  C72 1.090
79 H 0.39284 4.78147 -0.20151  O73 0.960
80 H 1.69948 3.69299 3.01846  O74 0.960
81 C 2.31848 0.36636 4.56249  C82 1.539, O84 1.457, H85 1.090, H86 1.090
82 C 1.77222 -0.87323 3.83242  C81 1.539, O83 1.445, H87 1.090, H88 1.090
83 O 1.29991 -1.97586 4.63808  C82 1.445, H89 0.960
84 O 3.52842 0.09123 5.32659  C81 1.457, H90 0.960
85 H 1.62432 0.71129 5.32883  C81 1.090
86 H 2.31317 1.22896 3.89616  C81 1.090
87 H 2.57032 -1.32385 3.24244  C82 1.090
88 H 0.96369 -0.51429 3.19560  C82 1.090
89 H 0.87378 -2.61577 4.06317  O83 0.960
90 H 3.63837 0.92993 5.78057  O84 0.960
91 C 5.52293 1.31729 2.24668  C92 1.570, O94 1.433, H95 1.090, H96 1.090
92 C 5.32591 0.09662 1.27972  C91 1.570, O93 1.451, H97 1.090, H98 1.090
93 O 4.25549 0.41279 0.35289  C92 1.451, H99 0.960
94 O 6.23090 2.39061 1.61443  C91 1.433, H100 0.960
95 H 6.07470 1.09758 3.16067  C91 1.090
96 H 4.50859 1.62088 2.50561  C91 1.090
97 H 4.95272 -0.69907 1.92446  C92 1.090
98 H 6.18918 -0.19917 0.68358  C92 1.090
99 H 4.52515 0.98921 -0.36588  O93 0.960
100 H 5.73530 2.72319 0.86251  O94 0.960
101 C -0.36416 3.88754 -5.28025  C102 1.584, O104 1.472, H105 1.090, H106 1.090
102 C -0.22981 4.02337 -3.70816  C101 1.584, O103 1.426, H107 1.090, H108 1.090
103 O 0.58442 2.97799 -3.18202  C102 1.426, H109 0.960
104 O -1.10149 5.07905 -5.73161  C101 1.472, H110 0.960
105 H -0.93500 3.03034 -5.63724  C101 1.090
106 H 0.62668 4.00110 -5.72009  C101 1.090
107 H -1.22998 4.01466 -3.27492  C102 1.090
108 H 0.22279 4.99602 -3.51525  C102 1.090
109 H 0.06769 2.19089 -3.36928  O103 0.960
110 H -0.49356 5.82116 -5.76770  O104 0.960
111 C 4.00327 -3.12221 -1.09814  C112 1.514, O114 1.388, H115 1.090, H116 1.090
112 C 2.65838 -3.38473 -0.45312  C111 1.514, O113 1.438, H117 1.090, H118 1.090
113 O 2.56380 -2.75062 0.83380  C112 1.438, H119 0.960
114 O 4.21602 -1.78235 -1.39182  C111 1.388, H120 0.960
115 H 4.08613 -3.72049 -2.00549  C111 1.090
116 H 4.77994 -3.54864 -0.46328  C111 1.090
117 H 2.44240 -4.45000 -0.37151  C112 1.090
118 H 1.91696 -3.08302 -1.19297  C112 1.090
119 H 2.45789 -1.81453 0.64909  O113 0.960
120 H 4.36868 -1.20696 -0.63867  O114 0.960
121 C -1.29505 -6.03553 -2.68210  C122 1.588, O124 1.442, H125 1.090, H126 1.090
122 C -0.10523 -5.36325 -1.87425  C121 1.588, O123 1.393, H127 1.090, H128 1.090
123 O 1.06851 -5.70674 -2.54095  C122 1.393, H129 0.960
124 O -1.66095 -5.17657 -3.78136  C121 1.442, H130 0.960
125 H -2.19183 -5.99088 -2.06412  C121 1.090
126 H -1.08218 -7.09647 -2.81325  C121 1.090
127 H 0.00932 -5.65217 -0.82950  C122 1.090
128 H -0.09168 -4.28292 -2.01850  C122 1.090
129 H 1.06445 -5.29398 -3.40767  O123 0.960
130 H -2.24500 -5.59019 -4.42120  O124 0.960
131 C -0.70534 2.46838 5.76202  C132 1.511, O134 1.449, H135 1.090, H136 1.090
132 C -0.86425 2.16833 4.29009  C131 1.511, O133 1.441, H137 1.090, H138 1.090
133 O 0.20845 2.68383 3.47719  C132 1.441, H139 0.960
134 O -1.19243 3.78976 6.10442  C131 1.449, H140 0.960
135 H 0.29792 2.30980 6.15752  C131 1.090
136 H -1.41376 1.84961 6.31281  C131 1.090
137 H -1.84478 2.50580 3.95428  C132 1.090
138 H -0.79351 1.08229 4.22997  C132 1.090
139 H -0.07789 2.40769 2.60349  O133 0.960
140 H -0.57496 4.48354 5.86151  O134 0.960
141 C -1.06036 0.29277 -4.76968  C142 1.509, O144 1.463, H145 1.090, H146 1.090
142 C -0.61719 -1.13499 -4.56185  C141 1.509, O143 1.424, H147 1.090, H148 1.090
143 O 0.36544 -1.31749 -3.54683  C142 1.424, H149 0.960
144 O -1.26330 1.08048 -3.55326  C141 1.463, H150 0.960
145 H -1.98531 0.16761 -5.33263  C141 1.090
146 H -0.42571 0.76228 -5.52126  C141 1.090
147 H -0.13276 -1.39801 -5.50220  C142 1.090
148 H -1.50095 -1.73431 -4.34303  C142 1.090
149 H 0.84514 -2.10196 -3.82269  O143 0.960
150 H -2.03679 0.75097 -3.08986  O144 0.960

Summary:
LUMO (eV): 0.041
E (eV): -93985.85581
ΔE to the lowest compared entry with this formula, charge and spin (kcal/mol): 75.2
Charge: 0
Kohn-Sham gap (eV): 9.221
2S+1: 1
Largest force on an atom (eV Å⁻¹): 3.01

Atomic partial charges in e from the Löwdin method, atoms 1 to 5:
1. C -0.212
2. C -0.188
3. O -0.092
4. O -0.073
5. H 0.121